Density functional theory data (ωB97M-V with the def2-TZVPD basis set) for a molecular structure, C23H28MnN3O2SbSe2.

As for the multiplicity: 2. For the energy, the calculation gives -7401.9958 Ha. The calculation puts the LUMO energy (alpha / beta) at 0.1 / 0.1 eV. The HOMO energy (alpha / beta) is -6.4 / -6.7 eV. The max |F| is 0.016 hartree/bohr. As for the expectation value of S²: 0.76. Its total charge is 0.

Geometry (Å):
Mn (-0.482, -0.497, 0.333)
C (-1.908, -1.765, 3.191)
C (-0.869, -0.789, 3.638)
C (-0.670, -0.591, 5.008)
C (0.273, 0.309, 5.456)
C (1.010, 1.006, 4.511)
C (0.762, 0.764, 3.169)
N (-0.149, -0.108, 2.722)
Sb (1.917, 1.892, 1.763)
C (2.557, 0.254, 0.510)
C (3.917, -0.023, 0.519)
C (4.431, -0.889, -0.435)
C (3.582, -1.373, -1.405)
C (2.223, -1.063, -1.364)
C (1.337, -1.501, -2.495)
N (1.713, -0.305, -0.374)
C (0.279, 2.551, 0.523)
C (0.014, 3.913, 0.539)
C (-0.861, 4.436, -0.403)
C (-1.364, 3.593, -1.368)
C (-1.063, 2.231, -1.336)
C (-1.525, 1.354, -2.464)
N (-0.298, 1.713, -0.356)
H (-2.250, -2.367, 4.033)
H (-1.501, -2.406, 2.411)
H (-2.753, -1.229, 2.757)
H (-1.270, -1.160, 5.706)
H (0.434, 0.465, 6.516)
H (1.764, 1.725, 4.806)
H (4.560, 0.442, 1.256)
H (5.485, -1.139, -0.444)
H (3.953, -1.991, -2.213)
H (1.682, -1.030, -3.421)
H (0.305, -1.235, -2.308)
H (1.376, -2.582, -2.620)
H (0.493, 4.550, 1.271)
H (-1.103, 5.492, -0.407)
H (-1.989, 3.971, -2.168)
H (-1.097, 1.724, -3.401)
H (-2.611, 1.372, -2.546)
H (-1.231, 0.325, -2.302)
O (-2.020, -2.051, -2.645)
C (-2.983, -3.027, -2.271)
C (-3.173, -3.213, -0.762)
C (-4.263, -4.317, -0.721)
O (-4.703, -4.688, 0.579)
C (-3.777, -1.993, -0.054)
Se (-2.839, -0.272, 0.104)
C (-1.949, -3.805, -0.049)
Se (-0.224, -2.871, 0.100)
H (-1.998, -2.019, -3.605)
H (-2.701, -4.003, -2.690)
H (-3.962, -2.759, -2.690)
H (-3.896, -5.198, -1.263)
H (-5.154, -3.954, -1.236)
H (-3.959, -5.057, 1.060)
H (-4.041, -2.285, 0.959)
H (-4.706, -1.737, -0.567)
H (-1.693, -4.746, -0.541)
H (-2.220, -4.034, 0.983)